Record 1
Computed, not measured: a structure of composition C17H25I2N3O2SSc, with the ωB97M-V functional and the def2-TZVPD basis.

The geometry in XYZ format:
```
51
Properties=species:S:1:pos:R:3:mulliken_charge:R:1
Sc 0.13 0.08 -0.12 0.7620
I -1.47 -2.22 0.28 -0.3650
C -0.12 1.01 1.86 -1.0553
I 0.52 3.01 1.29 -0.0308
H 0.55 0.76 2.66 0.4752
H -1.10 1.17 2.27 0.4124
N -0.64 2.80 -2.29 -0.2502
C 0.50 2.17 -2.65 0.4043
N 1.10 1.25 -1.92 0.0167
C 2.26 0.78 -2.62 -0.8756
C 3.15 -0.20 -2.18 0.4431
C 4.19 -0.59 -3.01 -0.8115
C 4.37 -0.01 -4.27 -0.4561
C 3.50 0.98 -4.71 -0.6440
C 2.46 1.35 -3.87 0.9135
S 1.25 2.55 -4.16 -0.2784
H -0.78 2.92 -1.30 0.0284
H -0.90 3.60 -2.85 0.2860
H 3.02 -0.65 -1.21 0.2910
H 4.88 -1.36 -2.68 0.4109
H 5.20 -0.32 -4.90 0.3963
H 3.63 1.44 -5.68 0.3897
O 1.78 -1.00 0.56 -0.3476
C 2.39 -1.83 1.29 0.4171
C 3.86 -1.69 1.51 -1.0780
C 4.65 -2.85 0.86 -0.4651
C 4.68 -4.14 1.69 -0.7579
C 3.32 -4.80 1.90 -0.5618
C 2.30 -3.92 2.63 -0.8424
N 1.73 -2.84 1.80 0.2665
H 4.05 -1.67 2.59 0.5739
H 4.16 -0.73 1.11 0.4142
H 5.67 -2.50 0.70 0.3829
H 4.23 -3.06 -0.13 0.2944
H 5.12 -3.91 2.67 0.3212
H 5.35 -4.85 1.21 0.3549
H 3.45 -5.70 2.50 0.3611
H 2.89 -5.11 0.94 0.3186
H 2.75 -3.49 3.53 0.3058
H 1.46 -4.51 2.96 0.4254
H 0.75 -2.87 1.56 -0.1777
C -3.85 1.64 -0.09 -0.9383
O -2.43 1.34 -0.28 0.1252
C -1.95 0.57 -1.19 0.4594
C -2.88 0.07 -2.22 -1.5103
H -4.37 0.74 0.20 0.3581
H -4.26 2.05 -1.01 0.3665
H -3.88 2.37 0.70 0.2905
H -3.77 -0.37 -1.78 0.4107
H -2.38 -0.66 -2.84 0.3611
H -3.19 0.92 -2.84 0.4087
```

## Properties
ΔE to the lowest compared entry with this formula, charge and spin (kcal/mol): 0.0
Kohn-Sham gap (eV): 8.558
E_LUMO (eV): -2.7
Net charge: +1
E (hartree): -2731.7549
Highest occupied orbital energy (eV): -11.30


Record 2
Computed, not measured: a cluster of 3 separate species, C17H25N2O8 in total at a distorted geometry, with the ωB97M-V functional and the def2-TZVPD basis.

The geometry in XYZ format:
```
52
Properties=species:S:1:pos:R:3:mulliken_charge:R:1
O 1.05 -3.85 -1.55 -0.4267
C 0.29 -2.95 -1.59 0.1744
O 0.56 -1.77 -2.18 -0.3466
C 0.63 -0.71 -1.19 -0.4120
C -0.14 0.51 -1.67 -0.5818
C -1.60 0.21 -1.95 -0.8987
C -2.49 0.00 -0.70 -0.0852
C -3.75 -0.66 -1.16 0.3919
C -4.60 0.04 -2.05 -0.1929
C -5.74 -0.60 -2.48 -0.7191
C -5.96 -1.89 -2.00 -0.1507
N -5.12 -2.44 -1.16 0.2074
N -4.00 -1.87 -0.70 -0.5683
H -0.73 -3.05 -1.19 0.3684
H 1.68 -0.46 -1.11 0.2507
H 0.25 -1.05 -0.23 0.4720
H 0.00 1.34 -0.99 -0.1851
H 0.32 0.82 -2.61 0.4814
H -2.03 0.98 -2.57 0.4723
H -1.63 -0.72 -2.51 0.5720
H -2.00 -0.58 0.07 0.2770
H -2.77 0.96 -0.27 0.2719
H -4.36 1.03 -2.39 0.4924
H -6.42 -0.14 -3.17 0.4234
H -6.82 -2.46 -2.31 0.4777
H -5.30 -3.38 -0.81 0.2747
C 0.91 3.89 3.53 -1.4888
C 0.85 3.66 2.04 0.5349
C 0.79 4.91 1.19 -0.5310
O 0.06 4.45 0.03 -0.3209
C -0.72 3.43 0.42 0.6818
O -1.58 2.95 -0.25 -0.5415
O -0.40 3.02 1.66 -0.3463
H 0.78 2.95 4.06 0.3634
H 1.88 4.31 3.80 0.3959
H 0.13 4.57 3.85 0.3574
H 1.66 3.01 1.72 0.2606
H 1.76 5.29 0.91 0.3173
H 0.21 5.71 1.66 0.3114
C 4.27 -3.89 1.69 -1.4468
C 3.79 -2.47 1.49 0.5886
C 4.02 -1.90 0.11 -0.2834
O 4.13 -0.49 0.38 -0.3411
C 4.59 -0.35 1.65 0.6348
O 4.96 0.67 2.12 -0.5352
O 4.55 -1.54 2.30 -0.3664
H 4.23 -4.16 2.74 0.3565
H 3.64 -4.58 1.13 0.3724
H 5.30 -4.00 1.36 0.3648
H 2.74 -2.38 1.79 0.1942
H 3.20 -2.10 -0.57 0.0701
H 4.95 -2.25 -0.33 0.3568
```

## Properties
ΔE to the lowest compared entry with this formula, charge and spin (kcal/mol): 0.0
Kohn-Sham gap (eV): 7.662
E_LUMO (eV): -5.0
Net charge: +1
E (hartree): -1373.9786
Highest occupied orbital energy (eV): -12.68


Record 3
Computed, not measured: an isolated molecule of C17H25N3O2, with the ωB97M-V functional and the def2-TZVPD basis.

The geometry in XYZ format:
```
47
Properties=species:S:1:pos:R:3:mulliken_charge:R:1
C -0.65 -2.06 2.18 -0.9784
H -0.67 -2.86 2.91 0.4856
H -1.67 -1.87 1.85 0.2315
H -0.27 -1.17 2.67 0.1856
C 0.24 -2.47 1.00 -0.6711
N 0.16 -1.57 -0.13 0.6330
C 1.12 -0.74 -0.62 0.0276
O 0.97 -0.19 -1.69 -0.6244
C 2.37 -0.49 0.23 0.7243
H 2.70 -1.43 0.69 0.5494
C 3.53 0.06 -0.61 -1.3971
C 3.29 1.50 -1.06 -0.4005
C 2.90 2.38 0.12 -1.1012
N 1.75 1.82 0.81 0.0928
C 0.52 2.16 0.27 0.6242
O 0.39 3.03 -0.55 -0.6762
N -0.55 1.48 0.83 0.0191
C -1.85 1.42 0.35 0.5289
C -2.19 1.80 -0.95 -0.5913
C -3.49 1.65 -1.39 -0.5889
C -4.47 1.13 -0.56 -0.5483
C -4.14 0.76 0.74 -0.6853
C -2.84 0.90 1.19 -0.2923
H -2.59 0.62 2.20 0.4174
H -4.89 0.36 1.40 0.3899
H -5.48 1.02 -0.91 0.4011
H -3.74 1.94 -2.40 0.3890
H -1.43 2.20 -1.60 0.4434
H -0.42 1.06 1.74 0.2097
C 2.05 0.52 1.35 -1.4835
H 2.94 0.63 1.98 0.6118
H 1.24 0.15 1.98 0.1331
H 3.72 2.46 0.85 0.4349
H 2.63 3.38 -0.22 0.4527
H 2.48 1.52 -1.79 0.2317
H 4.19 1.89 -1.53 0.4537
H 4.44 0.01 -0.01 0.4416
H 3.67 -0.57 -1.49 0.4035
C -1.02 -1.74 -0.97 -0.4817
C -0.80 -2.78 -2.07 -1.3858
H -0.54 -3.75 -1.64 0.2998
H -1.70 -2.89 -2.66 0.4574
H 0.01 -2.46 -2.72 0.2916
H -1.24 -0.77 -1.43 0.1811
H -1.86 -2.02 -0.34 0.4630
H 1.27 -2.56 1.34 0.3328
H -0.08 -3.46 0.66 0.3648
```

## Properties
ΔE to the lowest compared entry with this formula, charge and spin (kcal/mol): 10.4
Kohn-Sham gap (eV): 8.717
E_LUMO (eV): 0.6
Net charge: 0
E (hartree): -977.5925
Highest occupied orbital energy (eV): -8.12


Record 4
Computed, not measured: an isolated molecule of C17H25N3O2, with the ωB97M-V functional and the def2-TZVPD basis.

The geometry in XYZ format:
```
47
Properties=species:S:1:pos:R:3:mulliken_charge:R:1
C -1.77 -0.30 3.38 -1.5800
H -0.70 -0.29 3.59 0.3742
H -2.29 -0.14 4.32 0.4450
H -2.06 -1.27 2.99 0.3560
C -2.15 0.81 2.39 0.3943
C -1.64 2.16 2.87 -1.4269
H -0.55 2.18 2.88 0.1592
H -1.98 2.96 2.21 0.3960
H -1.99 2.37 3.87 0.4708
C -1.67 0.53 0.96 -0.3859
N -0.24 0.28 0.92 0.0737
C 0.54 0.59 -0.14 0.1014
O 0.07 0.99 -1.19 -0.8151
C 2.03 0.43 0.10 0.6180
C 2.56 1.74 0.69 -0.5511
C 4.07 1.66 0.91 -0.7804
C 4.78 1.34 -0.40 -0.6545
C 4.26 0.03 -0.98 -0.7098
C 2.75 0.11 -1.20 -1.0193
H 2.38 -0.84 -1.60 0.3937
H 2.52 0.89 -1.93 0.2952
H 4.49 -0.79 -0.30 0.3504
H 4.76 -0.17 -1.93 0.3553
H 4.61 2.15 -1.11 0.3330
H 5.86 1.27 -0.23 0.3327
H 4.43 2.60 1.32 0.3647
H 4.29 0.87 1.64 0.3454
H 2.34 2.55 0.00 0.3397
H 2.06 1.96 1.64 0.1041
H 2.20 -0.38 0.82 0.3037
H 0.17 -0.12 1.75 0.2976
H -1.85 1.42 0.34 0.3913
C -2.44 -0.64 0.29 0.4113
O -3.21 -1.36 0.89 -0.6683
N -2.13 -0.72 -1.02 0.0780
C -2.58 -1.65 -1.96 0.6648
C -2.06 -1.57 -3.25 -0.4762
C -2.49 -2.49 -4.19 -0.4261
N -3.37 -3.44 -3.94 -0.6305
C -3.86 -3.51 -2.71 -0.4694
C -3.50 -2.66 -1.68 -0.2772
H -3.93 -2.76 -0.70 0.4869
H -4.57 -4.31 -2.54 0.3577
H -2.11 -2.46 -5.21 0.3604
H -1.34 -0.81 -3.51 0.4152
H -1.45 -0.04 -1.38 0.0964
H -3.25 0.84 2.34 0.4046
```

## Properties
ΔE to the lowest compared entry with this formula, charge and spin (kcal/mol): 0.0
Kohn-Sham gap (eV): 9.590
E_LUMO (eV): 0.6
Net charge: 0
E (hartree): -977.6091
Highest occupied orbital energy (eV): -9.01


Record 5
Computed, not measured: an isolated molecule of C17H25N3O4S at a distorted geometry, with the ωB97M-V functional and the def2-TZVPD basis.

The geometry in XYZ format:
```
50
Properties=species:S:1:pos:R:3:mulliken_charge:R:1
C -0.10 -4.07 -0.14 -1.7732
C 0.97 -3.02 -0.06 0.9264
C 1.57 -2.54 -1.22 -0.5120
C 2.56 -1.58 -1.15 -0.6325
C 2.95 -1.09 0.08 0.0871
C 2.38 -1.58 1.25 -0.6839
C 1.39 -2.54 1.17 -0.4137
H 0.94 -2.92 2.07 0.4102
H 2.73 -1.19 2.20 0.4953
S 4.17 0.22 0.18 1.3636
O 4.80 0.15 1.46 -0.7401
O 4.99 0.15 -1.00 -0.7436
N 3.39 1.68 0.12 0.1557
C 2.62 2.09 1.27 -1.2437
H 3.09 1.64 2.14 0.4511
C 1.15 1.70 1.15 0.1399
N 0.61 2.22 -0.10 -0.0011
C -0.82 2.07 -0.21 -1.5893
C -1.34 0.63 -0.29 1.2618
O -0.60 -0.33 -0.19 -0.6066
N -2.66 0.47 -0.51 -0.0043
C -3.69 1.49 -0.52 -0.7259
H -3.27 2.49 -0.45 0.4713
C -4.65 1.24 0.66 -0.5845
H -5.49 1.94 0.63 0.3594
O -5.20 -0.05 0.61 -0.3871
C -4.20 -1.04 0.63 -0.5997
H -4.71 -2.00 0.57 0.3684
C -3.23 -0.86 -0.55 -0.4933
H -2.41 -1.58 -0.48 0.1836
H -3.77 -0.99 -1.49 0.3139
H -3.64 -0.98 1.57 0.3202
H -4.10 1.38 1.61 0.3320
H -4.25 1.41 -1.45 0.2780
H -1.13 2.61 -1.12 0.4805
H -1.28 2.56 0.65 0.4389
C 1.34 1.71 -1.25 0.1143
C 2.81 2.10 -1.13 -1.2504
H 3.41 1.65 -1.92 0.4473
H 2.90 3.19 -1.19 0.3520
H 0.92 2.16 -2.15 0.5372
H 1.26 0.61 -1.32 -0.1072
H 0.59 2.14 1.98 0.5169
H 1.06 0.60 1.20 -0.1017
H 2.70 3.18 1.35 0.3482
H 3.05 -1.19 -2.03 0.4928
H 1.26 -2.92 -2.18 0.3799
H -0.87 -3.88 0.61 0.3761
H 0.33 -5.05 0.05 0.4121
H -0.56 -4.08 -1.12 0.3799
```

## Properties
ΔE to the lowest compared entry with this formula, charge and spin (kcal/mol): 56.2
Kohn-Sham gap (eV): 8.967
E_LUMO (eV): 0.5
Net charge: 0
E (hartree): -1526.1954
Highest occupied orbital energy (eV): -8.45


Record 6
Computed, not measured: a structure of composition C17H25N3O7P2PtS2Si at a distorted geometry, with the ωB97M-V functional and the def2-TZVPD basis.

The geometry in XYZ format:
```
58
Properties=species:S:1:pos:R:3:mulliken_charge:R:1
Pt -0.23 0.36 0.05 1.7513
C 2.01 4.18 -1.90 -1.8201
C 1.40 2.92 -1.33 0.7878
O 0.01 3.15 -1.07 -0.6190
P 2.13 2.45 0.27 0.9058
O 3.69 2.33 0.11 -0.5278
O 1.98 3.67 1.26 -0.5590
O 1.52 1.19 0.84 -0.7206
P 1.56 1.46 -2.49 0.9902
O 3.17 1.16 -2.33 -0.5761
O 1.27 1.82 -3.89 -0.8034
O 0.86 0.30 -1.81 -0.9075
H 1.77 5.02 -1.25 0.4447
H 1.58 4.36 -2.89 0.4467
H 3.09 4.11 -2.00 0.3368
H -0.29 2.21 -0.97 0.4188
H 3.90 1.80 -0.69 0.4007
H 1.47 3.45 2.05 0.3580
H 3.58 1.11 -3.21 0.2687
C -4.84 2.99 1.59 -1.0040
Si -5.55 1.66 0.48 0.0965
C -6.64 0.50 1.46 -1.0589
C -6.55 2.48 -0.87 -1.0880
C -4.21 0.63 -0.37 0.3740
C -4.54 -0.09 -1.52 -0.0293
C -3.60 -0.81 -2.24 -1.1132
C -2.28 -0.80 -1.82 -0.1737
N -1.97 -0.14 -0.71 -0.3925
C -2.87 0.55 0.01 0.3101
S -1.96 1.23 1.36 -0.6965
H -5.67 3.61 1.94 0.3368
H -4.14 3.62 1.05 0.3553
H -4.33 2.59 2.46 0.3066
H -7.47 1.03 1.92 0.3270
H -6.07 0.00 2.25 0.3274
H -7.05 -0.28 0.82 0.3475
H -7.35 3.07 -0.44 0.3376
H -7.01 1.76 -1.56 0.3390
H -5.92 3.15 -1.46 0.3257
H -5.56 -0.07 -1.88 0.2923
H -3.87 -1.36 -3.13 0.4038
H -1.47 -1.30 -2.33 0.5346
N -1.57 -2.05 2.44 -0.2978
C -0.42 -2.54 1.93 0.5803
N 0.31 -1.90 1.08 0.0364
C 1.43 -2.65 0.72 -0.7236
C 2.40 -2.26 -0.19 -0.0117
C 3.46 -3.12 -0.45 -0.8035
C 3.55 -4.36 0.18 -0.4124
C 2.58 -4.77 1.08 -0.5669
C 1.53 -3.90 1.34 0.4836
S 0.16 -4.13 2.40 -0.3465
H -1.78 -1.08 2.27 0.0249
H -2.02 -2.52 3.20 0.2327
H 2.32 -1.30 -0.69 0.6152
H 4.22 -2.82 -1.16 0.4054
H 4.38 -5.01 -0.04 0.3706
H 2.65 -5.73 1.57 0.3792
```

## Properties
ΔE to the lowest compared entry with this formula, charge and spin (kcal/mol): 34.4
Kohn-Sham gap (eV): 8.226
E_LUMO (eV): 0.2
Net charge: 0
E (hartree): -3241.9669
Highest occupied orbital energy (eV): -7.99